No. 1
# C22H66O11

A 11-piece molecular cluster, C22H66O11 overall (the ωB97M-V functional and the def2-TZVPD basis, the OMol25 dataset).

Atoms and positions in Å:
C1 35.5118 31.6093 29.3277
C2 35.1577 31.7850 27.9257
O1 34.0029 30.9528 27.5744
H1 36.3022 32.1695 29.6436
H2 35.7360 30.6588 29.8241
H3 34.6857 32.1135 29.8901
H4 36.1187 31.3899 27.4847
H5 35.0219 32.8206 27.8322
H6 33.5965 31.3653 26.7212
C3 33.5064 29.7684 34.0991
C4 34.1665 30.0950 32.6423
O2 33.1153 30.1664 31.8726
H7 34.2820 29.9120 35.0445
H8 33.3867 28.7464 33.9556
H9 32.5651 30.1978 34.3737
H10 34.9766 29.4820 32.4851
H11 34.5900 31.1978 32.6376
H12 33.0912 29.7454 31.0446
C5 29.5950 31.3028 25.4698
C6 29.8749 31.5407 26.9126
O3 29.4924 32.8410 27.3245
H13 28.4528 31.5725 25.3648
H14 29.6581 30.1501 25.1105
H15 30.1359 32.2522 24.9235
H16 30.7600 31.2506 27.2863
H17 29.0883 30.8568 27.6701
H18 29.8144 32.8506 28.3052
C7 33.5753 27.3596 27.8531
C8 32.5042 28.2059 28.4839
O4 33.2320 29.1063 29.3207
H19 33.0578 26.5706 27.3550
H20 34.0641 26.7217 28.5839
H21 34.1830 27.9524 27.1637
H22 31.7967 27.5238 29.0192
H23 32.2026 28.9110 27.5858
H24 33.4563 29.6686 28.7189
C9 32.9473 26.0028 31.8162
C10 32.7109 24.9016 32.8259
O5 32.5425 23.6973 32.1512
H25 32.2333 26.0887 31.0545
H26 33.9511 25.9963 31.2135
H27 33.0992 26.9003 32.3851
H28 32.0220 25.2240 33.3966
H29 33.5150 24.4958 33.5317
H30 32.6554 22.8325 32.7864
C11 31.7994 33.3072 29.6493
C12 30.8976 32.0505 30.2068
O6 29.5606 32.2487 30.0180
H31 31.7345 33.2255 28.5860
H32 32.9141 33.3324 29.9013
H33 31.5755 34.0907 30.2248
H34 30.9996 31.7992 31.2268
H35 31.1262 31.0364 29.6464
H36 29.0299 31.3082 30.1455
C13 29.5383 28.9941 30.7322
C14 28.0392 28.8586 30.2953
O7 27.5831 30.2021 30.4342
H37 29.7094 29.6084 31.3662
H38 30.1531 29.2207 29.8617
H39 30.0445 28.0660 31.0006
H40 27.4018 28.2803 30.9690
H41 28.0351 28.6384 29.2303
H42 26.6068 30.3183 30.5440
C15 34.0587 27.4858 22.8400
C16 32.9672 27.1675 24.0255
O8 32.1196 28.2574 24.1882
H43 34.4061 26.6488 22.3614
H44 34.9601 28.0245 23.2165
H45 33.8083 27.8661 22.0507
H46 33.4854 27.0814 25.0538
H47 32.4554 26.2378 23.8227
H48 31.6503 28.4721 23.4013
C17 28.3130 24.1157 29.2310
C18 29.5833 24.5270 30.0017
O9 30.3735 23.4177 30.4189
H49 27.6291 23.6159 29.6920
H50 28.8183 23.6221 28.4084
H51 27.8379 25.0957 28.8378
H52 29.2390 25.0940 30.7676
H53 30.3084 25.1784 29.3789
H54 31.0119 23.6969 31.1106
C19 34.0519 23.5820 28.3345
C20 32.5857 23.2985 28.0746
O10 32.3061 23.4021 26.6678
H55 34.6278 22.7081 28.2861
H56 34.1543 24.0077 29.1750
H57 34.3905 24.4770 27.8302
H58 32.0381 24.1372 28.3654
H59 32.1564 22.3320 28.4668
H60 31.3298 23.2593 26.5422
C21 36.2280 27.1745 30.3389
C22 37.6193 26.7735 29.7470
O11 38.1819 25.6649 30.5368
H61 35.6485 26.2514 30.3440
H62 35.8319 28.0642 29.8149
H63 36.3263 27.4593 31.4253
H64 38.1774 27.7211 29.9774
H65 37.4640 26.3841 28.7172
H66 38.9433 25.4333 29.8889

Output
HOMO energy (eV): -9.0
LUMO (Eh): 0.016
Charge: 0
Relative energy (zero: lowest compared OMol25 entry of this formula, charge and spin) (kcal/mol): 352.7
HOMO-LUMO gap (eV): 9.4123
Energy (hartree): -1704.85434
F_max (eV/A): 12.34

---

No. 2
# C20H24N4NdS3

C20H24N4NdS3 as an isolated structure (the ωB97M-V functional and the def2-TZVPD basis, the OMol25 dataset).

Atoms and positions in Å:
Nd1 -0.2519 -0.5608 0.2447
C1 0.6583 -0.0576 -2.7412
N1 -0.7318 -0.0496 -2.2347
C2 -1.3207 1.3066 -2.3477
C3 -1.0879 2.1722 -1.1210
N2 -1.5862 1.5528 0.1333
C4 -2.9893 1.0894 0.0300
C5 -1.4300 2.4476 1.2837
C6 -1.8788 3.7606 1.1860
C7 -1.7736 4.6220 2.2638
C8 -1.2329 4.1570 3.4546
C9 -0.8344 2.8383 3.5679
C10 -0.9411 1.9482 2.4945
S1 -0.5577 0.2413 2.7966
C11 -1.5252 -1.0490 -2.9554
C12 -1.9148 -0.7672 -4.2625
C13 -2.6529 -1.6815 -4.9901
C14 -2.9949 -2.8938 -4.4057
C15 -2.5966 -3.1809 -3.1151
C16 -1.8512 -2.2690 -2.3609
S2 -1.3915 -2.7679 -0.7186
H1 0.6773 0.1526 -3.8135
H2 1.1044 -1.0408 -2.5742
H3 1.2539 0.7020 -2.2296
H4 -2.3878 1.1911 -2.5280
H5 -0.9122 1.8397 -3.2126
H6 -1.5938 3.1210 -1.3210
H7 -0.0278 2.4041 -0.9705
H8 -3.6434 1.8878 -0.3327
H9 -3.3164 0.7812 1.0221
H10 -3.0708 0.2313 -0.6448
H11 -2.3147 4.1252 0.2660
H12 -2.1174 5.6429 2.1768
H13 -1.1458 4.8176 4.3067
H14 -0.4612 2.4621 4.5112
H15 -1.6384 0.1766 -4.7166
H16 -2.9559 -1.4531 -6.0023
H17 -3.5722 -3.6219 -4.9589
H18 -2.8596 -4.1280 -2.6642
C17 2.6989 -2.3382 1.9790
N3 2.8320 -1.0174 2.5694
C18 3.0483 -0.7455 3.9086
C19 3.0980 0.5950 4.0421
N4 2.9222 1.1199 2.7808
C20 2.7354 0.1367 1.8877
S3 2.4693 0.3308 0.2033
H19 2.9217 -3.0815 2.7384
H20 3.3814 -2.4391 1.1385
H21 1.6744 -2.5047 1.6280
H22 3.1475 -1.5302 4.6358
H23 3.2509 1.2131 4.9070
H24 2.8610 2.0945 2.5347

Output
HOMO energy (alpha / beta) (eV): -10.5 / -10.6
LUMO (alpha / beta) (Eh): -0.096 / -0.090
Charge: +1
2S+1: 4
Relative energy (zero: lowest compared OMol25 entry of this formula, charge and spin) (kcal/mol): 0.0
HOMO-LUMO gap (alpha / beta) (eV): 7.9460 / 8.1235
Energy (hartree): -2751.43704
F_max (eV/A): 0.31

---

No. 3
# C20H28N4O2S

An isolated molecule of C20H28N4O2S (the ωB97M-V functional and the def2-TZVPD basis, the OMol25 dataset).

Atoms and positions in Å:
C1 5.1218 0.5495 4.1124
C2 3.9396 -0.3806 4.3505
H1 4.0527 -0.8849 5.3112
H2 3.0197 0.2087 4.3983
C3 3.7567 -1.4490 3.2527
C4 3.3369 -0.7806 1.9920
N1 4.1334 -0.2280 1.1506
N2 3.5337 0.3398 0.1110
C5 2.2484 0.2233 0.1490
N3 1.4238 0.7274 -0.8233
C6 0.0669 0.5996 -0.7746
O1 -0.4915 0.0177 0.1308
C7 -0.6782 1.2372 -1.9316
N4 -1.9594 0.5808 -2.0353
C8 -2.5461 0.3555 -3.2368
O2 -2.0564 0.7596 -4.2754
C9 -3.8191 -0.4153 -3.1861
C10 -4.6670 -0.3959 -2.0834
C11 -5.8481 -1.1239 -2.0824
C12 -6.1715 -1.8799 -3.2041
C13 -5.3403 -1.8958 -4.3101
C14 -4.1698 -1.1610 -4.3070
H3 -3.5108 -1.1526 -5.1615
H4 -5.6077 -2.4818 -5.1769
H5 -7.0868 -2.4542 -3.2097
C15 -6.7733 -1.0810 -0.9042
H6 -7.5778 -0.3685 -1.0894
H7 -7.2241 -2.0559 -0.7321
H8 -6.2472 -0.7718 -0.0044
H9 -4.4273 0.2098 -1.2205
H10 -2.2814 0.1217 -1.1956
H11 -0.1415 1.0733 -2.8756
C16 -0.8657 2.7669 -1.7405
C17 -1.5737 3.0744 -0.4244
H12 -0.9729 2.7544 0.4245
H13 -1.7479 4.1441 -0.3374
H14 -2.5339 2.5676 -0.3766
C18 0.4538 3.5266 -1.8383
H15 1.0921 3.3248 -0.9804
H16 0.2552 4.5955 -1.8586
H17 0.9859 3.2692 -2.7518
H18 -1.5081 3.0820 -2.5695
H19 1.8805 1.1904 -1.5967
S1 1.6389 -0.6345 1.5392
H20 2.9397 -2.1074 3.5697
C19 5.0064 -2.3020 2.9970
C20 5.4413 -3.0958 4.2219
H21 6.2623 -3.7594 3.9612
H22 4.6191 -3.7014 4.5983
H23 5.7785 -2.4388 5.0188
H24 4.7783 -2.9965 2.1853
H25 5.8133 -1.6564 2.6540
H26 5.1003 0.9409 3.0984
H27 5.0842 1.3833 4.8098
H28 6.0640 0.0287 4.2578

Output
HOMO energy (eV): -9.2
LUMO (Eh): 0.022
Charge: 0
Relative energy (zero: lowest compared OMol25 entry of this formula, charge and spin) (kcal/mol): 12.9
HOMO-LUMO gap (eV): 9.7631
Energy (hartree): -1546.65335
F_max (eV/A): 1.76

---

No. 4
# C37H42IN3O6P3S3Ti

C37H42IN3O6P3S3Ti as an isolated structure (the ωB97M-V functional and the def2-TZVPD basis, the OMol25 dataset).

Atoms and positions in Å:
Ti1 1.0225 -1.9701 -0.0208
C1 -1.8678 6.7433 -0.9633
S1 -2.2426 5.4382 -2.1530
C2 -1.0373 4.1969 -1.5941
C3 -1.4603 2.7938 -2.0035
C4 -0.4788 1.7264 -1.5212
N1 -0.3815 1.6034 -0.0341
P1 1.1587 0.8517 0.4804
C5 1.2995 1.6905 2.1253
C6 0.7946 2.9633 2.3771
C7 1.1158 3.6365 3.5435
C8 1.9338 3.0336 4.4949
C9 2.3981 1.7475 4.2771
C10 2.0894 1.0814 3.0943
C11 2.3789 1.9113 -0.4018
C12 2.2175 3.2919 -0.5175
C13 3.2014 4.0726 -1.0983
C14 4.3752 3.4824 -1.5613
C15 4.5384 2.1131 -1.4581
C16 3.5409 1.3242 -0.8878
P2 -1.6226 0.4638 0.5749
C17 -3.1524 1.5094 0.4821
C18 -4.3296 0.8327 0.1809
C19 -5.5489 1.5031 0.1308
C20 -5.6013 2.8644 0.3774
C21 -4.4297 3.5569 0.6647
C22 -3.2206 2.8828 0.7153
C23 -1.4145 0.5244 2.4258
C24 -1.0095 -0.6739 3.0102
C25 -0.9547 -0.8310 4.3903
C26 -1.3375 0.2074 5.2195
C27 -1.7819 1.3984 4.6550
C28 -1.8294 1.5470 3.2790
H1 -2.5220 7.5863 -1.1821
H2 -0.8292 7.0615 -1.0536
H3 -2.0595 6.3915 0.0513
H4 -0.9811 4.2782 -0.5069
H5 -0.0623 4.4429 -2.0181
H6 -1.4887 2.7292 -3.0954
H7 -2.4663 2.5940 -1.6422
H8 0.5061 1.9844 -1.9065
H9 -0.7314 0.7636 -1.9740
H10 0.1135 3.4096 1.6610
H11 0.7274 4.6342 3.7156
H12 2.1932 3.5618 5.4048
H13 3.0049 1.2526 5.0255
H14 2.4587 0.0739 2.9364
H15 1.3065 3.7560 -0.1615
H16 3.0549 5.1427 -1.1937
H17 5.1510 4.0933 -2.0084
H18 5.4403 1.6395 -1.8248
H19 3.6672 0.2511 -0.8411
H20 -4.2786 -0.2317 -0.0244
H21 -6.4552 0.9594 -0.1076
H22 -6.5476 3.3905 0.3359
H23 -4.4611 4.6248 0.8464
H24 -2.3020 3.4253 0.9064
H25 -0.6779 -1.4832 2.3778
H26 -0.6091 -1.7697 4.8053
H27 -1.2816 0.0983 6.2963
H28 -2.0951 2.2182 5.2913
H29 -2.1940 2.4820 2.8791
O1 3.7219 -2.4140 2.7994
C29 3.0852 -2.1934 1.7979
O2 1.7688 -2.1442 1.7285
C30 3.7531 -1.8409 0.4114
O3 4.9540 -1.7020 0.3009
O4 2.8671 -1.6631 -0.5135
C31 2.6112 -5.4539 -5.1178
C32 3.5252 -4.9427 -4.0067
O5 3.0099 -5.1347 -2.7165
P3 1.7653 -4.0283 -2.1894
S2 0.2726 -1.4946 -2.2490
S3 1.6004 -4.6029 -0.2299
O6 0.4750 -4.7482 -3.0051
C33 -0.4896 -5.6281 -2.4835
C34 -0.4454 -6.9570 -3.2213
H30 3.1266 -5.4296 -6.0846
H31 1.7066 -4.8502 -5.1714
H32 2.3128 -6.4821 -4.8981
H33 3.7394 -3.8745 -4.1684
H34 4.4752 -5.4877 -4.0386
H35 -1.4761 -5.1630 -2.6090
H36 -0.3146 -5.7864 -1.4155
H37 -0.5934 -6.8067 -4.2934
H38 -1.2309 -7.6228 -2.8475
H39 0.5246 -7.4326 -3.0671
I1 -3.6400 -5.8229 1.5267
C35 -2.5164 -4.3024 0.6966
C36 -2.7952 -3.6037 -0.4648
N2 -1.8212 -2.7058 -0.6179
N3 -0.8970 -2.8206 0.3405
C37 -1.3066 -3.7815 1.1611
H40 -3.6324 -3.6583 -1.1399
H41 -1.3724 -2.2194 -1.4970
H42 -0.7085 -4.0800 2.0066

Output
HOMO energy (alpha / beta) (eV): -0.7 / -0.7
LUMO (alpha / beta) (Eh): 0.127 / 0.127
Charge: -2
2S+1: 2
Relative energy (zero: lowest compared OMol25 entry of this formula, charge and spin) (kcal/mol): 52.4
HOMO-LUMO gap (alpha / beta) (eV): 4.1322 / 4.1441
Energy (hartree): -5416.85576
F_max (eV/A): 2.68